Here is C30H29CuF5NO5P2STe as an isolated structure in a non-equilibrium geometry from the OMol25 dataset. Energies are from ωB97M-V/def2-TZVPD.

As for the LUMO energy (spin up / spin down): 1.90 / 1.90 eV. The calculation puts the HOMO energy (spin up / spin down) at -1.8 / -4.6 eV. The expectation value of S² is 0.7546.

```
! wB97M-V def2-TZVPD RIJCOSX def2/J DEFGRID3
* xyz -1 2
Cu 1.88 0.20 -1.21
C -5.81 -1.39 1.33
S -5.22 0.18 2.07
C -3.50 -0.20 2.49
C -2.61 0.01 1.26
C -1.17 0.00 1.73
N -0.23 0.03 0.58
P 0.66 -1.27 -0.32
C -0.55 -1.77 -1.56
C -1.20 -0.75 -2.31
C -2.44 -0.98 -2.81
C -3.00 -2.27 -2.83
C -2.25 -3.31 -2.33
C -0.98 -3.08 -1.83
C 1.12 -2.66 0.69
C 2.49 -3.09 0.85
C 2.76 -3.95 1.88
C 1.80 -4.62 2.64
C 0.46 -4.34 2.35
C 0.12 -3.26 1.50
P 0.63 1.45 0.11
C -0.08 2.72 -0.90
C -1.42 3.18 -0.62
C -2.13 3.78 -1.62
C -1.53 4.12 -2.85
C -0.15 3.87 -3.06
C 0.56 3.17 -2.07
C 1.21 2.30 1.58
C 1.83 1.59 2.61
C 1.79 2.08 3.88
C 1.30 3.38 4.15
C 0.83 4.17 3.13
C 0.82 3.63 1.83
H -6.52 -1.83 2.02
H -4.96 -2.02 1.13
H -6.29 -1.09 0.43
H -3.48 -1.15 3.02
H -3.22 0.46 3.30
H -2.95 0.91 0.72
H -2.84 -0.83 0.60
H -1.01 -0.86 2.38
H -0.99 0.92 2.31
H -0.74 0.24 -2.40
H -2.97 -0.15 -3.23
H -4.03 -2.50 -3.18
H -2.65 -4.31 -2.14
H -0.37 -3.92 -1.62
H 3.24 -2.78 0.17
H 3.82 -4.17 2.06
H 2.11 -5.40 3.36
H -0.37 -4.91 2.80
H -0.90 -2.94 1.42
H -1.92 2.86 0.30
H -3.22 3.83 -1.59
H -2.17 4.51 -3.63
H 0.35 4.15 -4.00
H 1.62 3.00 -2.11
H 2.35 0.68 2.29
H 2.26 1.55 4.71
H 1.29 3.73 5.15
H 0.41 5.13 3.29
H 0.47 4.27 1.00
O 5.97 1.10 0.77
C 5.12 0.32 0.65
O 4.31 -0.52 0.64
C 4.23 3.16 -1.39
O 4.49 4.10 -0.70
O 3.81 2.52 -2.33
F 3.80 -0.44 -4.96
Te 2.78 -1.47 -3.72
F 2.14 -2.83 -2.55
F 3.53 -2.90 -4.66
F 4.40 -1.45 -2.58
F 1.24 -1.91 -4.90
O 1.90 0.06 -3.16
*
```

Löwdin atomic charge list, values in e, 4 entries: atom 1 (Cu): 0.0468, atom 2 (C): -0.3799, atom 3 (S): 0.7843, atom 4 (C): -0.5303



Here is C30H29F6N6O3STi as an isolated structure in a non-equilibrium geometry from the OMol25 dataset. Energies are from ωB97M-V/def2-TZVPD.

As for the LUMO energy (spin up / spin down): -0.29 / -0.35 eV. The calculation puts the HOMO energy (spin up / spin down) at -6.3 / -8.1 eV. The expectation value of S² is 0.7568.

```
! wB97M-V def2-TZVPD RIJCOSX def2/J DEFGRID3
* xyz 0 2
Ti -0.38 0.11 0.74
C -3.19 -0.92 -0.11
N -2.50 -0.49 1.11
C -3.27 0.60 1.71
C -2.44 -1.64 2.03
C -1.23 -2.50 1.74
C -1.25 -3.87 1.93
C -0.10 -4.62 1.76
C 1.08 -3.97 1.42
C 1.09 -2.60 1.21
C -0.06 -1.82 1.35
H -4.26 -1.11 0.10
H -2.74 -1.85 -0.47
H -3.11 -0.17 -0.89
H -4.27 0.26 2.01
H -3.38 1.42 1.00
H -2.75 0.99 2.59
H -3.37 -2.24 1.96
H -2.36 -1.27 3.05
H -2.18 -4.36 2.23
H -0.11 -5.69 1.91
H 1.99 -4.55 1.31
H 2.03 -2.13 0.94
N 4.79 -4.21 -3.06
C 3.75 -3.34 -2.82
C 2.60 -3.75 -2.14
C 1.58 -2.86 -1.89
C 1.68 -1.55 -2.33
C 2.79 -1.14 -3.06
C 3.81 -2.02 -3.31
S 0.58 -0.29 -1.74
O 0.30 0.68 -2.76
O -0.62 -0.91 -1.17
N 1.27 0.31 -0.40
C 2.04 1.41 -0.55
N 2.16 2.20 0.52
C 2.80 3.34 0.34
C 3.33 3.72 -0.88
C 3.23 2.78 -1.90
N 2.61 1.63 -1.74
H 4.82 -5.03 -2.47
H 5.68 -3.80 -3.28
H 2.54 -4.77 -1.80
H 0.70 -3.17 -1.34
H 2.81 -0.12 -3.40
H 4.69 -1.72 -3.86
H 2.88 3.99 1.21
H 3.83 4.66 -1.03
H 3.65 2.95 -2.88
C 1.93 0.64 3.22
C 0.45 0.99 3.42
O -0.33 0.83 2.32
C -0.14 0.08 4.52
F 0.11 -1.21 4.24
F -1.48 0.19 4.60
F 0.34 0.31 5.75
C 0.32 2.47 3.87
F 1.19 2.82 4.83
F 0.53 3.29 2.84
F -0.91 2.75 4.34
H 1.98 -0.33 2.73
H 2.44 0.61 4.19
H 2.38 1.39 2.57
N -1.14 1.81 -0.11
C -1.77 2.17 -1.03
C -2.59 2.63 -2.04
C -2.29 2.37 -3.39
C -3.14 2.81 -4.37
C -4.30 3.50 -4.04
C -4.60 3.78 -2.71
C -3.77 3.35 -1.71
H -1.38 1.82 -3.61
H -2.91 2.62 -5.41
H -4.97 3.84 -4.82
H -5.50 4.33 -2.48
H -3.99 3.54 -0.67
*
```

Löwdin atomic charge list, values in e, 4 entries: atom 1 (Ti): 0.8371, atom 2 (C): -0.0757, atom 3 (N): -0.3153, atom 4 (C): -0.0722



Here is a 2-piece molecular cluster, C30H29N2O4 overall in a non-equilibrium geometry from the OMol25 dataset. Energies are from ωB97M-V/def2-TZVPD.

As for the LUMO energy: -4.85 eV. The calculation puts the HOMO energy at -10.3 eV.

```
! wB97M-V def2-TZVPD RIJCOSX def2/J DEFGRID3
* xyz 1 1
C 1.98 -4.64 2.74
C 1.95 -3.37 1.88
C 0.52 -2.92 1.98
C -0.15 -3.81 2.85
O 0.63 -4.82 3.32
C -1.51 -3.64 3.19
C -2.17 -2.55 2.68
C -1.55 -1.67 1.72
C -2.20 -0.57 1.09
C -3.58 -0.25 1.08
C -3.94 1.09 0.75
C -5.26 1.50 0.79
C -6.26 0.57 1.17
O -7.50 1.10 1.25
C -7.40 2.53 0.90
C -5.93 2.81 0.53
C -5.95 -0.78 1.45
C -4.65 -1.19 1.34
C -0.17 -1.86 1.42
H 2.21 -5.54 2.16
H 2.68 -4.56 3.58
H 2.64 -2.61 2.26
H 2.24 -3.57 0.84
H -1.97 -4.36 3.85
H -3.18 -2.34 3.02
H -1.54 0.14 0.59
H -3.15 1.81 0.49
H -8.09 2.71 0.06
H -7.73 3.11 1.77
H -5.52 3.62 1.15
H -5.85 3.11 -0.52
H -6.77 -1.44 1.73
H -4.41 -2.24 1.46
H 0.34 -1.18 0.73
O 2.96 -0.68 -0.22
C 3.72 0.15 -0.71
C 5.11 -0.02 -1.21
C 5.56 1.20 -1.70
C 6.81 1.35 -2.27
C 7.62 0.22 -2.34
C 7.17 -1.03 -1.86
C 5.89 -1.16 -1.29
C 4.47 2.20 -1.56
O 4.43 3.37 -1.92
N 3.42 1.49 -0.96
C 2.14 2.12 -0.64
C 1.26 2.19 -1.89
C -0.09 2.89 -1.66
C -1.11 2.06 -2.48
C -0.42 0.70 -2.74
N 0.93 0.89 -2.36
H 7.11 2.33 -2.64
H 8.62 0.30 -2.77
H 7.82 -1.90 -1.93
H 5.50 -2.11 -0.93
H 1.65 1.51 0.13
H 2.35 3.13 -0.27
H 1.83 2.79 -2.65
H -0.33 2.87 -0.59
H -0.04 3.94 -1.98
H -2.06 1.95 -1.95
H -1.29 2.57 -3.43
H -0.89 -0.09 -2.11
H -0.54 0.38 -3.79
H 1.64 0.20 -2.56
*
```

Löwdin atomic charge list, values in e, 4 entries: atom 1 (C): -0.0848, atom 2 (C): -0.0836, atom 3 (C): -0.1234, atom 4 (C): -0.1781



The records above yield energy relative to the best compared isomer or geometry (same formula, charge and spin) values of 33.9, 35.8, 10.2 kcal/mol, respectively.